[1]
64
Properties=species:S:1:pos:R:3:forces:R:3:lowdin_charge:R:1 method="wB97M-V/def2-TZVPD" total_energy_ev=-63508.6549 charge=-1 homo_lumo_gap_ev=8.34
C 7.765 0.926 0.731 0.04 0.07 -0.05 -0.07
C 7.506 2.412 1.032 0.04 -0.28 0.09 -0.27
O 6.877 3.059 -0.062 0.03 0.18 0.00 -0.16
C 5.559 3.496 0.214 -0.16 -0.25 -0.22 -0.19
C 4.995 4.151 -1.044 -0.08 -0.06 0.24 -0.18
O 3.859 4.925 -0.702 -0.02 0.10 -0.22 -0.14
C 2.641 4.233 -0.933 -0.10 -0.13 0.20 -0.19
C 1.474 5.071 -0.412 -0.06 0.11 -0.37 -0.19
O 0.550 4.278 0.303 0.11 0.04 0.20 -0.15
C 1.019 4.000 1.606 -0.26 0.08 -0.31 -0.27
S 0.700 2.313 2.125 -0.06 0.02 0.63 0.52
O -0.702 2.048 1.890 0.29 -0.03 -0.05 -0.32
O 1.143 2.354 3.507 -0.01 -0.05 -0.36 -0.35
N 1.700 1.441 1.237 -0.38 -0.05 -0.39 -0.33
S 1.127 0.193 0.419 0.14 -0.31 0.16 0.57
O 0.215 0.521 -0.683 0.17 0.02 0.08 -0.35
O 0.675 -0.885 1.299 -0.08 0.28 -0.29 -0.35
B 2.626 -0.497 -0.517 0.30 -0.19 0.33 -0.63
O 2.621 -1.859 -0.690 0.42 0.90 -0.83 0.17
O 3.620 0.296 -1.054 -0.53 -0.31 0.06 0.00
C 3.212 0.816 -2.330 0.16 0.10 0.12 -0.06
H 7.174 0.264 1.367 0.00 0.05 -0.11 0.07
H 8.820 0.669 0.859 -0.08 0.01 0.05 0.06
H 7.504 0.731 -0.312 -0.02 -0.01 0.11 0.08
H 8.453 2.925 1.223 -0.07 0.04 -0.03 0.11
H 6.886 2.513 1.931 0.10 0.04 -0.09 0.11
H 4.930 2.632 0.475 -0.01 0.15 0.14 0.13
H 5.538 4.219 1.041 0.04 -0.03 -0.11 0.13
H 4.709 3.378 -1.764 0.18 0.04 -0.07 0.11
H 5.738 4.806 -1.507 0.02 -0.02 0.11 0.13
H 2.517 4.024 -2.005 0.08 0.04 0.06 0.12
H 2.630 3.272 -0.400 0.01 0.05 -0.05 0.11
H 1.862 5.893 0.204 0.05 -0.09 0.02 0.13
H 0.919 5.524 -1.238 0.00 -0.09 0.08 0.12
H 2.098 4.168 1.684 -0.09 -0.06 0.18 0.11
H 0.463 4.608 2.327 0.19 0.00 0.08 0.11
H 1.729 -2.189 -0.809 -0.38 -0.32 0.69 0.10
H 2.788 0.026 -2.957 0.10 0.03 -0.03 0.10
H 4.104 1.225 -2.805 -0.10 -0.03 -0.04 0.09
H 2.458 1.595 -2.199 0.05 -0.03 -0.03 0.08
C -3.194 -2.920 1.125 0.00 0.00 -0.04 -0.09
C -4.064 -3.594 0.275 0.01 0.00 0.02 -0.12
C -3.996 -3.383 -1.095 0.00 0.00 0.00 -0.12
C -3.056 -2.500 -1.612 0.00 -0.01 0.02 -0.10
C -2.186 -1.827 -0.762 0.02 -0.01 -0.07 -0.07
C -2.255 -2.037 0.609 -0.08 0.00 0.07 -0.07
H -3.248 -3.084 2.194 0.00 0.00 0.00 0.10
H -4.792 -4.286 0.682 0.01 -0.02 -0.02 0.08
H -4.674 -3.906 -1.760 0.02 -0.02 0.00 0.09
H -3.002 -2.333 -2.681 0.00 0.00 0.00 0.09
H -1.454 -1.130 -1.151 -0.01 0.04 0.04 0.08
H -1.575 -1.504 1.262 0.04 0.00 -0.03 0.09
C -8.657 -5.295 1.526 0.00 0.00 0.00 -0.10
C -9.526 -5.966 0.677 0.00 0.00 0.00 -0.11
C -9.456 -5.758 -0.694 0.01 0.00 0.00 -0.10
C -8.512 -4.883 -1.215 0.00 -0.01 0.01 -0.09
C -7.640 -4.215 -0.367 -0.03 0.01 -0.02 -0.09
C -7.715 -4.418 1.004 -0.01 0.00 0.01 -0.10
H -8.713 -5.454 2.595 0.00 0.00 0.00 0.10
H -10.259 -6.652 1.084 0.00 0.00 0.00 0.10
H -10.136 -6.278 -1.356 0.00 -0.01 0.00 0.10
H -8.455 -4.723 -2.284 0.00 0.00 0.00 0.10
H -6.902 -3.534 -0.772 0.01 0.01 0.02 0.09
H -7.038 -3.892 1.665 0.00 0.01 0.00 0.10

[2]
76
Properties=species:S:1:pos:R:3:forces:R:3:lowdin_charge:R:1 method="wB97M-V/def2-TZVPD" total_energy_ev=-84209.3067 e_above_lowest_ev=0.889 multiplicity=2 charge=+2 homo_lumo_gap_ev="6.39 / 6.33"
Re -0.333 0.344 0.388 1.11 0.51 -0.71 1.20
C 2.133 -3.369 0.525 0.03 0.26 0.10 0.00
C 1.641 -1.986 0.874 -0.47 -0.18 -0.80 -0.21
N 0.751 -1.386 0.098 0.39 -0.73 0.19 -0.20
N 0.576 -1.970 -1.189 -0.17 0.46 -0.15 -0.05
C 0.546 -1.057 -2.110 -0.06 -0.51 0.25 -1.10
S 0.664 0.669 -1.726 -0.50 0.08 0.63 0.60
S 0.309 -1.389 -3.800 -0.02 0.16 -0.02 0.95
C -0.314 -3.109 -3.895 0.02 0.18 0.34 -0.38
C -1.803 -3.212 -3.687 0.07 0.11 -0.07 -0.31
C -2.317 -3.741 -2.511 0.03 -0.10 0.16 -0.08
C -3.691 -3.828 -2.311 -0.01 0.01 -0.01 -0.08
C -4.565 -3.397 -3.300 0.06 0.03 -0.03 -0.09
C -4.059 -2.872 -4.489 -0.02 0.01 0.06 -0.09
C -2.687 -2.775 -4.676 0.06 0.11 -0.03 -0.05
C 2.229 -1.288 1.986 0.00 -0.09 0.13 -0.10
C 3.248 -1.931 2.734 -0.23 -0.20 -0.28 -0.01
C 4.020 -1.252 3.626 0.16 0.41 0.33 -0.04
C 3.798 0.122 3.829 0.35 -0.27 0.21 -0.03
C 2.803 0.764 3.148 -0.28 0.42 -0.03 0.00
C 2.007 0.076 2.231 -0.11 0.19 -0.02 -0.27
O 1.059 0.807 1.611 -0.37 -0.55 -0.19 -0.23
H 1.616 -3.767 -0.334 -0.09 -0.02 -0.10 0.07
H 1.965 -4.027 1.381 0.05 0.06 -0.01 0.10
H 3.202 -3.361 0.315 -0.01 0.01 0.02 0.11
H 0.239 -3.698 -3.166 0.02 -0.11 -0.08 0.08
H -0.024 -3.408 -4.901 0.03 -0.08 0.01 0.09
H -1.631 -4.104 -1.747 -0.10 0.08 -0.11 0.11
H -4.080 -4.247 -1.389 0.04 0.01 -0.10 0.11
H -5.636 -3.500 -3.163 0.06 0.03 0.00 0.11
H -4.735 -2.564 -5.281 0.09 -0.04 0.08 0.11
H -2.296 -2.361 -5.604 -0.05 -0.09 0.10 0.12
H 3.443 -2.982 2.576 -0.04 0.06 -0.02 0.11
H 4.806 -1.766 4.163 -0.04 0.04 0.01 0.12
H 4.420 0.678 4.524 -0.08 -0.10 -0.07 0.13
H 2.602 1.819 3.293 0.06 -0.07 0.00 0.13
N -1.693 -2.321 1.989 0.02 -0.04 0.09 0.21
C -2.091 -1.191 2.559 0.11 0.23 -0.20 -0.42
N -2.884 -1.269 3.614 0.02 0.06 0.05 0.20
C -3.299 -0.114 4.126 -0.11 0.12 0.07 -0.40
N -4.041 -0.143 5.221 0.09 0.12 -0.11 0.22
N -3.046 1.123 3.583 -0.24 -0.27 0.44 0.20
C -2.230 1.111 2.583 0.38 0.02 -0.38 -0.30
N -1.665 0.005 2.026 -0.28 0.04 0.01 -0.02
C -1.892 2.399 1.915 0.18 -0.48 -0.10 -0.20
C -2.319 3.608 2.393 -0.18 0.39 0.16 0.03
C -1.951 4.763 1.707 -0.14 -0.01 0.18 0.00
C -1.161 4.654 0.579 0.00 0.16 -0.06 -0.01
C -0.772 3.399 0.153 -0.08 -0.44 0.03 -0.07
N -1.140 2.282 0.804 0.17 0.36 -0.18 -0.06
H -2.042 -3.187 2.365 0.00 0.01 0.00 0.13
H -1.192 -2.316 1.119 0.05 -0.02 -0.10 0.06
H -4.239 -1.019 5.672 -0.03 -0.07 0.01 0.13
H -4.364 0.718 5.624 -0.04 0.07 0.07 0.13
H -2.925 3.633 3.289 0.03 0.04 -0.04 0.13
H -2.280 5.734 2.056 0.04 -0.04 0.01 0.13
H -0.846 5.527 0.025 0.00 -0.03 0.02 0.13
H -0.155 3.265 -0.726 -0.04 -0.02 0.02 0.10
N -4.262 1.019 -0.069 0.01 0.12 -0.06 0.17
C -3.688 0.418 -1.108 -0.07 -0.10 -0.17 -0.70
S -2.233 -0.529 -1.013 -0.13 -0.16 0.24 0.70
N -4.253 0.456 -2.303 -0.20 0.39 -0.15 0.09
C -5.427 1.163 -2.767 0.14 -0.23 0.25 -0.21
C -5.806 2.411 -2.280 0.10 0.04 -0.04 -0.04
C -6.947 3.024 -2.794 0.05 -0.02 0.07 -0.06
C -7.687 2.409 -3.794 -0.01 0.08 0.01 -0.06
C -7.272 1.184 -4.301 -0.05 -0.04 -0.09 -0.05
C -6.148 0.558 -3.786 -0.04 -0.17 -0.06 -0.01
H -3.924 0.783 0.839 0.04 -0.05 0.30 0.08
H -5.211 1.357 -0.144 0.01 0.05 -0.03 0.12
H -3.802 -0.135 -2.986 0.13 -0.01 -0.23 0.12
H -5.190 2.946 -1.566 -0.06 -0.05 0.00 0.11
H -7.246 3.996 -2.414 0.06 -0.13 -0.06 0.12
H -8.573 2.892 -4.191 0.12 -0.06 0.05 0.12
H -7.827 0.713 -5.107 0.07 0.05 0.13 0.12
H -5.826 -0.402 -4.177 -0.04 0.08 0.05 0.11

[3]
48
Properties=species:S:1:pos:R:3:forces:R:3:lowdin_charge:R:1 method="wB97M-V/def2-TZVPD" total_energy_ev=-33278.4477 e_above_lowest_ev=6.486 charge=0 homo_lumo_gap_ev=8.52
O 3.008 0.097 -0.379 -0.04 0.77 1.05 0.00
H 2.660 0.603 0.354 -1.02 -0.07 0.26 0.06
H 3.920 0.297 -0.246 1.51 -0.03 -0.44 0.08
O 0.101 0.228 0.307 2.84 0.95 0.27 -0.02
H -0.716 -0.222 0.302 -1.80 -0.91 -0.28 -0.01
H 0.679 -0.220 -0.336 -0.68 0.05 0.29 0.04
O 0.173 -2.700 -0.730 2.73 -0.87 0.98 -0.07
H 0.880 -2.532 -0.019 -1.43 -0.26 -1.68 0.01
H -0.524 -2.127 -0.493 -1.86 1.03 0.33 -0.04
O -2.877 1.766 -0.886 -3.22 -0.93 0.04 -0.03
H -2.092 2.031 -1.297 2.07 0.35 -1.19 -0.04
H -2.724 1.793 0.040 0.32 0.39 0.91 -0.04
O 2.618 -1.552 -2.254 0.15 0.96 -0.20 -0.04
H 2.989 -2.258 -1.773 0.56 -2.20 0.23 0.02
H 2.754 -0.901 -1.543 -0.49 0.31 -0.66 -0.04
O -0.382 1.630 2.770 0.80 -0.33 -0.01 -0.04
H -0.118 1.288 3.626 -0.20 0.00 0.35 0.07
H 0.349 1.352 2.186 -0.66 -0.03 -0.11 0.03
O 1.220 3.183 0.147 -0.42 2.16 -1.50 -0.02
H 1.754 2.545 0.542 1.34 -1.59 1.00 -0.02
H 1.770 3.546 -0.584 -0.67 -0.34 0.60 0.10
O 2.171 -2.375 1.032 -0.73 1.16 0.56 -0.02
H 1.833 -3.134 1.492 0.16 -0.76 0.34 0.07
H 3.011 -2.566 0.654 1.04 -0.53 -0.30 0.05
O -3.363 -2.346 1.803 -2.05 1.12 0.06 -0.06
H -3.028 -1.433 1.662 0.32 -0.83 0.16 -0.03
H -2.673 -2.961 1.827 1.66 -1.05 -0.11 -0.02
O -2.133 -1.018 -0.989 0.16 -2.12 -0.90 -0.05
H -2.631 -1.769 -1.388 0.78 0.70 0.31 0.10
H -2.820 -0.506 -0.603 -0.76 1.28 0.47 0.00
O -1.638 3.359 1.082 -0.23 0.24 0.24 -0.04
H -1.129 2.637 1.441 0.34 -0.65 -0.34 -0.03
H -1.624 3.879 1.885 -0.34 0.81 0.07 0.05
O -0.253 -1.485 2.619 0.91 2.19 -0.69 -0.06
H -0.258 -2.345 3.007 0.65 -0.68 0.61 0.03
H 0.643 -1.028 2.580 -1.68 -1.70 0.15 0.06
O -0.410 2.032 -1.797 -1.71 1.51 -1.72 -0.01
H -0.243 2.489 -1.002 0.32 1.17 1.55 -0.02
H 0.204 1.352 -1.749 1.46 -2.10 -0.42 -0.03
O 0.030 -1.010 -3.042 -0.20 1.12 0.95 -0.03
H 0.064 -1.590 -3.775 0.12 -0.74 -1.31 0.03
H 0.390 -1.543 -2.325 -0.02 -0.38 0.19 -0.02
O -2.760 0.149 1.509 -0.61 -0.37 -1.00 -0.02
H -3.648 0.505 1.561 -0.18 0.34 0.20 0.10
H -2.207 0.571 2.140 0.83 0.77 1.13 0.03
O 2.149 1.098 -3.318 0.32 -0.53 0.76 -0.05
H 1.809 0.289 -2.899 -0.97 0.15 -0.79 -0.02
H 3.070 0.898 -3.140 0.59 0.49 -0.39 0.02

[4]
14
Properties=species:S:1:pos:R:3:forces:R:3:lowdin_charge:R:1 method="wB97M-V/def2-TZVPD" total_energy_ev=-9063.5442 e_above_lowest_ev=3.151 charge=0 homo_lumo_gap_ev="8.03 / 7.75"
N -0.728 -0.359 1.964 0.61 -0.46 0.84 -0.09
N 0.441 -1.431 -1.959 -0.83 0.48 0.43 0.01
N 0.660 1.453 0.276 -3.03 -0.88 -1.58 0.01
N -0.808 -0.907 0.765 0.95 -1.03 -1.25 -0.07
N 0.357 -0.059 -1.547 2.87 -0.20 -2.08 -0.19
N 0.695 0.194 -0.288 1.49 -1.32 2.56 -0.16
H -1.383 0.354 2.246 0.52 0.50 -0.09 0.08
H 0.283 -0.268 2.132 -1.02 0.45 0.78 0.09
H 1.343 -1.899 -1.946 0.03 0.82 0.49 0.07
H -0.202 -1.837 -1.298 0.32 -1.22 0.16 0.03
H 1.433 2.054 0.411 1.71 -0.31 -0.17 0.06
H -0.041 1.957 -0.228 -0.54 1.05 0.03 0.06
H -1.659 -0.697 0.277 -0.88 0.59 0.10 0.04
H -0.494 0.154 -1.963 -2.18 1.52 -0.20 0.08